Entry from the Open Molecules 2025 dataset: a molecular structure, CBrClFNO2 (ωB97M-V with the def2-TZVPD basis set).

Last column: natural (NBO) charge in e.
Cartesian coordinates (Å):
C: -0.202 0.397 -1.447  0.115
N: 0.535 -0.967 1.891  0.527
O: -0.020 -0.328 1.092  -0.302
O: 0.660 -0.907 3.069  -0.282
F: 0.995 0.788 -1.899  -0.323
Cl: -1.161 -0.508 -2.506  0.068
Br: -0.808 1.525 -0.199  0.196

Values from the calculation:
DFT total energy, hartree: -3377.19043
LUMO energy (spin up / spin down), eV: -0.175 / -1.613
Total charge: 0
HOMO (spin up / spin down), eV: -10.08 / -8.16
Molecular weight, g/mol: 192.4
HOMO-LUMO gap (spin up / spin down), eV: 9.91 / 6.54